*a*
Computed, not measured: a gas-phase ion, C9H19N2O (charge +1), with ωB97M-V with the def2-TZVPD basis set.

Geometry as XYZ:
```
31
C9H19N2O | OMol25 | ωB97M-V with the def2-TZVPD basis set
C 1.75 -0.58 1.20
N 2.42 0.36 0.32
C 3.68 -0.19 -0.18
C 1.57 0.81 -0.73
O 1.78 0.55 -1.89
C 0.45 1.72 -0.27
C -1.01 1.21 -0.53
C -1.80 1.02 0.80
C -2.24 -0.41 1.20
C -2.43 -1.35 0.03
N -1.17 -1.30 -0.78
C -1.11 0.02 -1.49
H 2.39 -0.79 2.06
H 0.83 -0.14 1.59
H 1.54 -1.55 0.71
H 3.58 -1.23 -0.49
H 4.08 0.42 -0.99
H 4.40 -0.16 0.64
H 0.62 1.96 0.78
H 0.58 2.65 -0.82
H -1.53 2.00 -1.06
H -2.70 1.63 0.75
H -1.23 1.41 1.64
H -1.50 -0.85 1.87
H -3.18 -0.37 1.75
H -2.61 -2.37 0.35
H -3.26 -1.07 -0.62
H -1.13 -2.06 -1.45
H -0.39 -1.42 -0.13
H -2.05 0.09 -2.03
H -0.32 -0.01 -2.23
```

Values from the calculation:
Molar mass   171.26 g mol⁻¹
Total charge   +1
Frontier orbital gap   9.71 eV
LUMO   -3.029 eV
HOMO level   -12.73 eV

***

*b*
Computed, not measured: a gas-phase ion, C9H19N2O (charge +1), with ωB97M-V with the def2-TZVPD basis set.

Geometry as XYZ:
```
31
C9H19N2O | OMol25 | ωB97M-V with the def2-TZVPD basis set
C 0.20 0.99 1.01
C -2.20 1.34 0.11
C 1.01 1.04 -0.29
C 0.93 -0.92 -1.63
C -2.79 0.45 -0.99
C -1.23 0.44 0.91
C -1.31 -0.94 0.23
C 3.77 -0.03 0.33
C 2.53 -0.89 0.14
N 1.52 -0.26 -0.68
N -2.74 -0.89 -0.39
O -1.20 -2.02 1.07
H 0.74 0.41 1.76
H 0.13 2.01 1.39
H -1.70 2.21 -0.31
H -2.99 1.70 0.77
H 0.39 1.42 -1.10
H 1.86 1.71 -0.16
H 1.20 -1.94 -1.85
H 0.18 -0.44 -2.24
H -3.80 0.73 -1.28
H -2.15 0.46 -1.87
H -1.60 0.36 1.95
H 4.15 0.32 -0.63
H 3.58 0.83 0.97
H 4.54 -0.62 0.81
H 2.82 -1.83 -0.35
H 2.09 -1.14 1.11
H -3.48 -0.99 0.33
H -2.86 -1.65 -1.06
H -1.59 -1.87 1.95
```

Values from the calculation:
Molar mass   171.26 g mol⁻¹
Total charge   +1
Frontier orbital gap (alpha / beta)   6.93 / 6.93 eV
LUMO (alpha / beta)   -3.420 / -3.421 eV
HOMO level (alpha / beta)   -10.35 / -10.35 eV

***

Which is most stable? The ranking, best first, is *a*, *b*.

***

*a*
Computed, not measured: a gas-phase ion, C3H7N2O2 (charge +1), with ωB97M-V with the def2-TZVPD basis set.

Geometry as XYZ:
```
14
C3H7N2O2 | OMol25 | ωB97M-V with the def2-TZVPD basis set
C -0.70 0.15 0.78
C 0.64 -0.03 0.98
C -1.19 0.14 -1.73
N -1.58 0.08 -0.49
N 1.56 -0.19 -0.22
O 1.14 0.13 2.18
O -0.04 -0.04 -2.12
H -1.11 0.14 1.70
H -1.90 0.30 -2.53
H -2.55 0.20 -0.17
H 2.23 0.58 -0.12
H 2.05 -0.99 0.04
H 0.58 -0.21 2.86
H 0.86 -0.27 -1.17
```

Values from the calculation:
2S+1   3
Molar mass   103.10 g mol⁻¹
Total charge   +1
Frontier orbital gap (alpha / beta)   6.94 / 9.02 eV
LUMO (alpha / beta)   -3.260 / -6.688 eV
HOMO level (alpha / beta)   -10.20 / -15.71 eV

***

*b*
Computed, not measured: 2 unconnected molecules or ions with the total composition C3H7N2O2, with ωB97M-V with the def2-TZVPD basis set.

Geometry as XYZ:
```
14
C3H7N2O2 | OMol25 | ωB97M-V with the def2-TZVPD basis set
C 3.07 0.02 -0.26
C 0.41 -0.84 0.52
C -0.16 0.31 1.17
N 2.55 -0.59 0.64
N 0.19 -0.61 -0.93
O 3.40 0.67 -1.18
O -0.86 1.22 0.45
H 0.51 0.68 1.88
H -0.75 -0.32 1.88
H 3.08 -1.11 1.34
H 0.24 -1.47 -1.50
H 0.87 0.08 -1.33
H -0.59 0.09 -1.19
H -0.83 2.15 0.68
```

Values from the calculation:
2S+1   3
Molar mass   103.10 g mol⁻¹
Total charge   +1
Frontier orbital gap (alpha / beta)   8.48 / 8.90 eV
LUMO (alpha / beta)   -3.584 / -6.289 eV
HOMO level (alpha / beta)   -12.06 / -15.19 eV

***

Which is most stable? The ranking, best first, is *a*, *b*.

***

*a*
Computed, not measured: a molecular structure, C2H4N4S, with ωB97M-V with the def2-TZVPD basis set.

Geometry as XYZ:
```
11
C2H4N4S | OMol25 | ωB97M-V with the def2-TZVPD basis set
C 0.00 1.17 1.34
C 0.31 -0.11 1.81
N 0.11 1.18 0.03
N 0.47 -0.93 0.77
N 0.41 -0.10 -0.25
N 0.51 -0.48 -1.42
S -1.60 -0.71 -2.28
H -0.34 1.98 2.08
H 0.26 -0.54 2.83
H 0.73 0.22 -2.11
H -0.85 -1.69 -2.81
```

Values from the calculation:
Molar mass   116.15 g mol⁻¹
Total charge   0
Frontier orbital gap (alpha / beta)   7.54 / 7.54 eV
LUMO (alpha / beta)   -1.596 / -1.596 eV
HOMO level (alpha / beta)   -9.13 / -9.14 eV

***

*b*
Computed, not measured: a single C2H4N4S molecule, with ωB97M-V with the def2-TZVPD basis set.

Geometry as XYZ:
```
11
C2H4N4S | OMol25 | ωB97M-V with the def2-TZVPD basis set
H 1.25 1.86 -0.10
N 0.24 1.99 -0.07
C -0.20 0.75 -0.17
C -1.63 0.25 -0.06
N -1.63 -1.02 0.06
N -0.36 -1.57 0.04
N 0.52 -0.41 -0.36
S 2.22 -0.49 -0.08
H -2.53 0.88 0.07
H -0.23 -2.42 -0.61
H 2.35 0.17 1.28
```

Values from the calculation:
Molar mass   116.15 g mol⁻¹
Total charge   0
Frontier orbital gap   9.23 eV
LUMO   0.315 eV
HOMO level   -8.92 eV

***

Which is most stable? The ranking, best first, is *b*, *a*.

***

*a*
Computed, not measured: a single C2H4N4S molecule, with ωB97M-V with the def2-TZVPD basis set.

Geometry as XYZ:
```
11
C2H4N4S | OMol25 | ωB97M-V with the def2-TZVPD basis set
N -1.68 -0.38 -0.20
N -0.34 -0.39 -0.17
C 0.54 -1.29 -0.87
N 1.76 -0.92 -0.68
N 1.79 0.18 0.18
C 0.50 0.45 0.47
S 0.04 2.06 1.20
H -2.05 0.43 -0.71
H -1.96 -0.50 0.74
H 0.02 -2.09 -1.34
H 1.37 2.44 1.37
```

Values from the calculation:
Molar mass   116.15 g mol⁻¹
Total charge   0
Frontier orbital gap   9.59 eV
LUMO   0.457 eV
HOMO level   -9.13 eV

***

*b*
Computed, not measured: a single C2H4N4S molecule, with ωB97M-V with the def2-TZVPD basis set.

Geometry as XYZ:
```
11
C2H4N4S | OMol25 | ωB97M-V with the def2-TZVPD basis set
C -2.65 -0.76 0.02
N -1.35 0.00 -0.08
N -1.18 1.27 0.04
N 0.15 1.44 -0.03
C 0.82 0.22 0.02
S 2.38 -0.36 0.01
N -0.15 -0.73 0.01
H -3.44 -0.09 0.14
H -2.85 -1.47 0.93
H -2.87 -1.36 -0.90
H -0.22 -1.94 -0.15
```

Values from the calculation:
Molar mass   116.15 g mol⁻¹
Total charge   0
Frontier orbital gap   8.06 eV
LUMO   -0.070 eV
HOMO level   -8.13 eV

***

Which is most stable? The ranking, best first, is *a*, *b*.